Entry 1:
Entry from the OMol25 dataset: an isolated ion of composition C25H37BrF3N2O6S3 and charge -1 (the ωB97M-V functional and the def2-TZVPD basis).

Each line ends with the Mulliken charge.
Cartesian coordinates (Å):
C 2.5216 -2.3380 0.7945  -1.084
C 1.2957 -1.5863 0.3123  0.465
C 1.4530 0.0183 0.1145  -0.721
C 0.0947 0.8881 -0.1575  -0.003
C -0.6989 0.1167 -1.3965  -0.281
C 0.1153 0.1037 -2.8165  -0.418
C -0.0989 -1.3624 -3.5548  -0.409
S 1.0999 -2.6903 -3.0018  -0.020
C 0.3502 -4.3951 -3.2012  -0.247
S 0.6996 -5.2211 -4.6708  -0.157
N -0.5032 -5.1342 -2.1945  0.109
C 0.3111 -5.9527 -1.2176  -0.383
C 1.9215 -5.6398 -1.2204  -0.702
C -1.5225 -4.2455 -1.5176  0.039
C -2.8649 -3.9495 -2.4482  -1.011
C -0.8648 0.6097 1.1858  -1.302
Br -2.7039 1.4330 1.0178  -0.123
C -0.2295 1.1672 2.5887  0.892
O -1.4041 1.6545 3.3884  -0.296
C -1.8464 0.6601 4.3653  -0.307
C -3.3763 1.1423 4.8429  -0.347
C -4.5714 0.3130 4.0247  -0.777
C 0.6831 0.0946 3.4266  0.155
O 0.5261 -1.2587 3.3981  -0.615
O 1.7562 0.5455 4.3752  -0.742
S 0.7022 2.7856 2.1822  1.005
O 0.3006 3.8265 3.3021  -0.790
O 2.2335 2.6705 2.2668  -0.557
O 0.0475 3.3608 0.7465  -0.446
C 0.3411 2.5007 -0.4363  1.582
C -0.7279 3.1329 -1.5671  -0.690
C -0.9602 4.7769 -1.3422  -0.343
N -1.9883 5.2734 -0.5314  -0.705
C 1.8022 2.9320 -0.9834  -1.125
C 2.2903 4.4773 -0.5665  -0.022
C 3.8978 4.5292 -1.0290  0.244
F 4.1150 4.3309 -2.5108  -0.318
C 5.0331 4.7733 -0.1000  0.207
F 6.3079 4.0253 -0.4010  -0.241
F 4.9873 5.7238 1.0352  -0.207
H 3.5233 -1.7576 1.0338  0.199
H 2.5421 -3.5012 0.9488  0.232
H 0.3285 -2.2371 0.1716  -0.105
H 2.1709 0.1707 -0.8281  0.632
H 2.1049 0.3995 1.0364  0.724
H -0.9436 -1.0261 -1.1479  -0.229
H -1.7712 0.5627 -1.6233  0.376
H -0.4405 0.8899 -3.5234  0.257
H 1.2281 0.4577 -2.7661  0.180
H -1.2020 -1.7105 -3.2652  0.112
H -0.0730 -1.2452 -4.7249  0.407
H 0.1825 -7.0991 -1.5179  0.223
H -0.0894 -5.8851 -0.0969  0.329
H 2.4168 -6.2750 -0.3561  0.320
H 2.1793 -4.5178 -1.0078  0.032
H 2.4441 -5.9921 -2.2204  0.261
H -1.9367 -4.8118 -0.5522  0.441
H -1.1146 -3.2160 -1.1392  -0.219
H -3.6560 -4.8247 -2.3528  0.325
H -3.3772 -2.9863 -2.0230  0.267
H -2.4879 -3.8074 -3.5470  0.231
H -1.0690 -0.5528 1.3494  0.717
H -2.0061 -0.4304 3.9297  0.232
H -1.2191 0.6550 5.3806  0.278
H -3.5121 1.0949 6.0157  0.324
H -3.5339 2.2812 4.5236  0.167
H -5.5911 0.3585 4.6348  0.298
H -4.8117 0.8126 2.9783  0.106
H -4.2906 -0.8069 3.8347  0.232
H -0.3814 2.9340 -2.6692  0.300
H -1.8110 2.7056 -1.4588  0.315
H -0.2924 5.5973 -1.8594  0.325
H -2.5404 4.4685 -0.1251  0.319
H 2.7183 2.2733 -0.7161  0.503
H 1.7424 2.9565 -2.1754  0.238
H 1.7678 5.3092 -1.2021  0.131
H 2.2990 4.6620 0.5873  0.213

Summary:
SMILES   [H]/N=C\C[C@@]1(CCC(F)=C(F)F)OS(=O)(=O)[C@](OCCC)(C(=O)[O-])[C@@H](Br)[C@@]1(CC=C)CCCSC(=S)N(CC)CC
E   -5603.222519 Ha
Total charge   -1
Frontier orbital gap   5.68 eV
LUMO   0.618 eV
Spin multiplicity   1

***

Entry 2:
Entry from the OMol25 dataset: C7H12CdN3 as an isolated structure (the ωB97M-V functional and the def2-TZVPD basis).

Each line ends with the Mulliken charge.
Cartesian coordinates (Å):
C 3.5904 0.9944 -1.4736  -1.185
Cd 2.0992 0.1182 -0.7188  -0.447
N 0.4275 1.6869 -1.7564  -0.598
H 1.9081 -0.2381 1.0454  -0.134
H 1.7706 -1.3763 -2.2857  -0.057
H 4.3952 0.2407 -1.5129  0.237
H 4.0365 1.9372 -1.0533  0.283
H 3.4420 1.0724 -2.6386  0.238
H -0.0355 2.0907 -0.9355  0.167
H -0.2706 1.1168 -2.2488  0.261
H 0.7582 2.4231 -2.4124  0.233
N -4.3417 -2.0327 3.4049  -0.526
C -3.5038 -1.6156 2.6865  0.005
C -2.4739 -1.1253 1.8189  0.635
C -2.3356 0.2384 1.5413  -0.652
C -1.2918 0.6755 0.7573  -0.111
N -0.4512 -0.1866 0.1746  0.466
C -0.5609 -1.5006 0.4329  -0.556
C -1.5551 -1.9961 1.2306  -0.434
H -3.0571 0.9761 1.9489  0.341
H -1.1288 1.7521 0.5892  0.229
H 0.2013 -2.1582 -0.0029  0.247
H -1.6230 -3.0928 1.4084  0.356

Summary:
E   -605.779528 Ha
Total charge   -1
Energy relative to the best compared isomer or geometry (same formula, charge and spin)   1.236 eV
Frontier orbital gap   5.12 eV
LUMO   2.351 eV
Spin multiplicity   1

***

Entry 3:
Entry from the OMol25 dataset: C17H27IN3O7PtS as an isolated structure (the ωB97M-V functional and the def2-TZVPD basis).

Each line ends with the Mulliken charge.
Cartesian coordinates (Å):
Pt -0.7744 0.1449 -1.0383  1.580
C 1.9658 5.3299 -1.9362  -0.936
N 0.7080 4.6304 -1.7022  0.124
C -0.5287 5.3965 -1.7900  -1.097
C 0.6471 3.3002 -1.4972  0.785
O -0.4033 2.6884 -1.3763  -0.680
C 1.9969 2.5730 -1.4469  -1.006
O 1.8597 1.2299 -1.0393  -0.011
C 2.2268 0.9144 0.2727  -1.615
C 1.0254 0.7866 1.2119  1.192
O -0.1540 0.8654 0.7984  -0.886
N 1.2511 0.5908 2.5062  0.152
C 0.1413 0.3988 3.4342  -1.016
C 2.5762 0.4984 3.1076  -0.991
H 1.7369 6.3700 -2.1509  0.370
H 2.5040 4.9250 -2.7944  0.328
H 2.6167 5.3074 -1.0609  0.317
H -0.7617 5.6388 -2.8283  0.333
H -0.4169 6.3206 -1.2246  0.399
H -1.3413 4.8099 -1.3743  0.309
H 2.7059 3.1081 -0.8102  0.378
H 2.4170 2.5574 -2.4567  0.393
H 2.9160 1.6680 0.6624  0.742
H 2.7459 -0.0468 0.2589  0.518
H -0.7964 0.4150 2.8911  0.261
H 0.1488 1.1942 4.1795  0.336
H 0.2575 -0.5611 3.9384  0.358
H 3.3609 0.7664 2.4114  0.342
H 2.7535 -0.5199 3.4565  0.342
H 2.6297 1.1724 3.9623  0.352
C -2.4483 -4.7794 3.1065  -1.438
C -2.5871 -3.8476 1.9348  0.876
C -2.3317 -4.2964 0.6368  -0.773
C -2.4408 -3.4457 -0.4467  -0.762
C -2.8108 -2.1217 -0.2289  0.521
C -3.0912 -1.6532 1.0421  -0.348
C -2.9737 -2.5252 2.1161  -0.717
S -2.9640 -1.0538 -1.6118  1.234
O -4.0765 -1.4273 -2.4015  -0.622
O -1.6125 -1.1058 -2.3504  -0.662
O -2.9323 0.3529 -1.0877  -0.724
H -1.4135 -5.1045 3.2268  0.320
H -3.0538 -5.6755 2.9672  0.370
H -2.7618 -4.3019 4.0328  0.359
H -2.0676 -5.3351 0.4759  0.433
H -2.2547 -3.8061 -1.4503  0.465
H -3.4017 -0.6280 1.1893  0.521
H -3.2015 -2.1720 3.1143  0.377
N 1.2975 -3.3518 -1.6201  -0.274
C 1.0608 -2.0506 -1.7716  0.570
O 0.6640 -1.3828 -0.7978  -0.831
C 1.3179 -1.4558 -3.1184  -1.028
I 3.3755 -0.9010 -3.2625  0.065
H 1.1500 -3.7693 -0.7148  0.273
H 1.6838 -3.9077 -2.3636  0.225
H 0.7253 -0.5600 -3.2640  0.270
H 1.1346 -2.1674 -3.9172  0.628

Summary:
E   -2169.898550 Ha
Total charge   +1
Energy relative to the best compared isomer or geometry (same formula, charge and spin)   1.974 eV
Frontier orbital gap   8.36 eV
LUMO   -2.947 eV
Spin multiplicity   1

***

Entry 4:
Entry from the OMol25 dataset: a 2-piece molecular cluster, C3H11N2S overall (the ωB97M-V functional and the def2-TZVPD basis).

Each line ends with the Mulliken charge.
Cartesian coordinates (Å):
C 2.3809 2.2452 -0.7577  -0.822
S 0.8395 1.4245 -0.2498  -0.599
H 2.1789 3.1018 -1.4133  0.213
H 2.8926 2.6505 0.1293  0.190
H 3.0873 1.5828 -1.2611  0.204
C -2.2835 -0.1899 -0.3911  -0.852
N -1.3770 -0.5079 0.7163  -0.525
C -0.4609 -1.5761 0.3150  -0.563
N 0.6391 -1.8064 1.2116  -0.669
H -3.0139 0.5457 -0.0741  0.282
H -1.7174 0.1612 -1.2673  0.308
H -2.8071 -1.0985 -0.6862  0.323
H -0.7489 0.3093 0.8401  0.187
H -0.0688 -1.4435 -0.7027  0.369
H -1.0782 -2.4956 0.2655  0.438
H 1.2116 -0.9646 1.1617  0.273
H 0.3257 -1.9383 2.1638  0.242

Summary:
E   -628.613634 Ha
Total charge   -1
Energy relative to the best compared isomer or geometry (same formula, charge and spin)   0.153 eV
Frontier orbital gap   6.96 eV
LUMO   4.326 eV
Spin multiplicity   1